*a*
ORCA calculation (ωB97M-V with the def2-TZVPD basis set) on a cluster of 2 separate species, C5H14OS in total.

## Properties
LUMO level = 0.588 eV
Orbital gap = 8.89 eV
SMILES = CCCCSC.O

Last column: Mulliken charge in e.
Geometry (Å):
C  -0.60  1.75  1.31  -0.962
C  0.51  0.62  1.25  -0.351
C  0.85  -0.04  -0.07  -0.408
C  -0.45  -0.58  -0.75  -0.705
S  -1.46  -1.65  0.36  -0.081
C  -0.54  -3.15  0.24  -0.828
H  -0.52  2.55  0.55  0.174
H  -1.59  1.25  1.28  0.261
H  -0.64  2.30  2.36  0.297
H  0.19  -0.22  1.91  0.214
H  1.41  1.24  1.58  0.289
H  1.56  -0.92  0.18  0.220
H  1.38  0.52  -0.85  0.350
H  -1.01  0.23  -1.21  0.328
H  -0.07  -1.35  -1.54  0.349
H  -0.67  -3.61  -0.75  0.268
H  -0.89  -3.87  1.01  0.331
H  0.57  -3.06  0.41  0.248
O  0.97  2.47  -2.21  -0.632
H  0.13  2.97  -1.84  0.317
H  0.87  2.53  -3.21  0.322

*b*
ORCA calculation (ωB97M-V with the def2-TZVPD basis set) on a cluster of 2 separate species, C5H14OS in total.

## Properties
LUMO level = 0.844 eV
Orbital gap = 9.31 eV
SMILES = CCCCSC.O

Last column: Mulliken charge in e.
Geometry (Å):
C  -1.23  -0.86  0.21  -0.940
C  -0.49  0.19  1.02  -0.514
C  1.01  0.20  0.75  -0.517
C  1.43  0.66  -0.68  -0.849
S  0.18  1.46  -1.72  -0.062
C  0.78  3.18  -1.69  -0.886
H  -0.75  -1.83  0.29  0.133
H  -1.46  -0.60  -0.83  0.273
H  -2.22  -1.07  0.63  0.387
H  -0.98  1.16  0.96  0.295
H  -0.67  -0.01  2.08  0.372
H  1.53  0.89  1.41  0.293
H  1.41  -0.80  0.92  0.325
H  1.89  -0.14  -1.24  0.398
H  2.17  1.43  -0.56  0.408
H  1.72  3.30  -2.23  0.291
H  -0.02  3.77  -2.14  0.329
H  0.93  3.43  -0.65  0.271
O  -1.54  -5.07  1.02  -0.658
H  -2.29  -5.15  1.62  0.309
H  -1.39  -4.14  0.84  0.343

Q: Which of them is the least stable? A: *a*.